Below is a 12-piece molecular cluster, C39H75FO39 overall at a distorted geometry, with properties calculated with ωB97M-V with the def2-TZVPD basis set.

```
154
Properties=species:S:1:pos:R:3:lowdin_charge:R:1
C 3.5815 -1.7639 4.6136 -0.03
C 4.6970 -1.2573 3.6978 -0.27
O 4.3917 0.1459 3.6355 0.11
C 3.5580 0.4912 4.6122 -0.56
O 3.1677 1.6043 4.7834 0.19
O 3.2987 -0.5965 5.3805 0.05
F 4.6615 -1.9645 2.5459 0.08
H 4.0788 -2.5036 5.2443 0.15
H 2.6719 -2.1886 4.1933 0.11
H 5.7318 -1.2589 4.0391 0.16
C -0.9329 -3.0538 2.0833 -0.06
O -0.4363 -3.7203 0.9673 0.01
C -1.1446 -4.4726 0.1466 -0.59
O -2.3405 -4.5495 0.0724 0.15
O -0.2402 -4.9945 -0.6792 -0.01
C -0.6094 -5.8336 -1.7365 -0.07
H -0.2297 -2.7983 2.8754 0.06
H -1.6086 -3.6761 2.6820 0.11
H -1.5097 -2.1691 1.8117 0.08
H -0.1976 -6.8437 -1.7575 0.09
H -0.3771 -5.4053 -2.7139 0.09
H -1.6818 -6.0340 -1.8058 0.09
C 2.3362 2.6658 -2.1930 -0.05
O 3.5664 2.8155 -1.4947 0.02
C 3.5106 3.5410 -0.3710 -0.60
O 2.5044 3.9410 0.1472 0.14
O 4.7586 3.7851 0.0095 -0.01
C 4.9763 4.6297 1.1359 -0.03
H 2.4898 1.7888 -2.8230 0.09
H 2.1876 3.5040 -2.8735 0.10
H 1.4771 2.3899 -1.5841 0.08
H 5.6542 5.4164 0.7999 0.09
H 5.5693 4.0653 1.8556 0.09
H 4.0818 5.0696 1.5656 0.10
C -4.2640 2.9003 -4.2143 -0.15
O -4.9550 3.8473 -3.4220 0.08
C -4.9287 3.7251 -2.0990 -0.58
O -4.4692 2.8327 -1.4298 0.12
O -5.5723 4.7816 -1.6044 0.02
C -5.5351 4.9324 -0.1919 -0.05
H -3.3401 2.5512 -3.7495 0.10
H -3.9693 3.4196 -5.1248 0.15
H -4.8701 2.0293 -4.4590 0.10
H -6.4398 4.7106 0.3785 0.09
H -5.3251 5.9913 -0.0486 0.10
H -4.7715 4.3763 0.3475 0.06
C 6.1111 0.9640 1.0453 0.00
O 7.0201 0.1022 0.3688 0.03
C 7.5896 -0.9061 1.0116 -0.61
O 7.4258 -1.1918 2.1769 0.10
O 8.3237 -1.5813 0.1491 0.02
C 8.9630 -2.7477 0.6485 -0.04
H 5.1388 0.8741 0.5615 0.09
H 6.4760 1.9851 1.0369 0.09
H 5.9422 0.5585 2.0396 0.07
H 9.2903 -2.5599 1.6701 0.09
H 9.8880 -2.9399 0.1056 0.09
H 8.3480 -3.6414 0.5615 0.09
C -0.1360 0.3935 3.5864 -0.03
O 0.7256 0.3278 4.7038 0.00
C 0.7357 -0.8332 5.3976 -0.62
O 0.4147 -1.9100 4.9769 0.12
O 1.0957 -0.5610 6.6390 0.01
C 0.9488 -1.6265 7.5779 -0.02
H -0.0182 -0.5345 3.0259 0.07
H 0.1390 1.2076 2.9178 0.10
H -1.2032 0.5236 3.7831 0.09
H 1.5783 -2.4553 7.2541 0.09
H -0.0691 -1.9967 7.6928 0.09
H 1.2869 -1.3061 8.5593 0.10
C -3.2913 1.5827 -5.1084 -0.18
O -2.4604 2.6984 -5.4183 -0.05
C -2.3383 3.0828 -6.6845 -0.61
O -2.6150 2.4096 -7.6484 0.14
O -1.6889 4.2303 -6.6870 0.01
C -1.2564 4.7942 -7.9215 -0.02
H -4.2178 1.6554 -5.6754 0.13
H -3.4890 1.6256 -4.0413 0.04
H -2.7806 0.6427 -5.3201 0.13
H -1.7773 4.3774 -8.7810 0.09
H -0.1886 4.6016 -8.0194 0.10
H -1.4417 5.8632 -7.8514 0.10
C -7.3120 1.1046 -1.2735 -0.04
O -6.2981 0.1542 -1.0887 0.02
C -5.5840 -0.2535 -2.1199 -0.60
O -5.7526 0.0766 -3.2734 0.12
O -4.6325 -1.0591 -1.7005 0.00
C -4.0230 -1.9976 -2.5557 -0.03
H -7.6231 1.2893 -2.3000 0.10
H -7.1055 2.0695 -0.8078 0.09
H -8.2252 0.7917 -0.7621 0.10
H -4.0738 -1.6694 -3.5915 0.09
H -4.5006 -2.9804 -2.5517 0.10
H -2.9779 -2.2091 -2.3437 0.08
C -3.9475 -0.6064 1.3224 -0.05
O -3.6216 -0.6103 2.6916 0.01
C -3.7168 -1.7475 3.3445 -0.61
O -4.0300 -2.8392 2.9787 0.14
O -3.3062 -1.4523 4.6126 -0.02
C -3.4427 -2.4368 5.6169 -0.05
H -4.9120 -0.1462 1.0910 0.10
H -3.8600 -1.5545 0.7970 0.10
H -3.3306 0.1271 0.7986 0.06
H -3.2978 -3.4294 5.1888 0.09
H -4.3957 -2.4578 6.1502 0.09
H -2.6750 -2.1827 6.3462 0.08
C -0.2990 4.6021 -1.7425 -0.03
O -0.4380 3.6110 -0.7402 0.00
C -1.4551 3.7419 0.1077 -0.60
O -2.2282 4.6743 0.1236 0.12
O -1.5802 2.6289 0.7967 -0.01
C -2.7116 2.4717 1.6486 -0.02
H -0.8010 4.2519 -2.6514 0.10
H 0.7099 4.6851 -2.1452 0.07
H -0.7027 5.5618 -1.4357 0.10
H -2.7820 3.2446 2.4184 0.11
H -2.4330 1.6039 2.2439 0.07
H -3.6405 2.4330 1.0849 0.09
C 0.4226 1.3964 -4.7651 -0.03
O 1.1385 0.3179 -4.1809 -0.01
C 0.4518 -0.5883 -3.4506 -0.60
O -0.7474 -0.7418 -3.4442 0.08
O 1.3404 -1.3724 -2.9096 0.03
C 1.0147 -2.4351 -1.9857 0.04
H -0.3227 1.0096 -5.4658 0.09
H 1.0912 1.8622 -5.4893 0.10
H 0.0105 2.0539 -4.0044 0.09
H 1.8927 -3.0705 -1.9038 0.11
H 0.2775 -3.1419 -2.3620 0.09
H 0.7555 -1.8419 -1.1131 0.08
C 2.3168 -0.5609 0.3855 -0.02
O 1.4653 -0.0548 -0.6235 -0.04
C 0.1547 0.0595 -0.3712 -0.59
O -0.4531 -0.2480 0.6119 0.16
O -0.3857 0.4834 -1.5125 -0.03
C -1.7969 0.6308 -1.6582 0.00
H 3.3012 -0.8146 -0.0043 0.10
H 1.9119 -1.4907 0.7845 0.08
H 2.5217 0.1455 1.1930 0.10
H -2.2093 1.4242 -1.0408 0.08
H -2.2461 -0.3296 -1.4060 0.09
H -1.9749 0.7747 -2.7212 0.09
C 1.7954 -4.8149 3.4656 -0.01
O 2.8737 -5.3209 2.6902 0.03
C 3.2469 -4.6805 1.6028 -0.61
O 2.8440 -3.5990 1.2388 0.11
O 4.1297 -5.4468 0.9852 0.01
C 4.8536 -5.0120 -0.1526 -0.02
H 2.1942 -4.2033 4.2786 0.08
H 1.2642 -5.6693 3.8732 0.11
H 1.1536 -4.1281 2.9192 0.06
H 5.2629 -4.0295 0.0907 0.09
H 4.1597 -4.9074 -0.9889 0.09
H 5.6259 -5.7232 -0.4259 0.09
```

Output
* frontier orbital gap: 10.195 eV
* charge: 0
* LUMO energy: 0.499 eV
* E_tot: -124219.5606 eV
* F_max: 10.0 eV/Å

Below is a 15-piece molecular cluster, C24H50Cl28F2NO5PS overall, with properties calculated with ωB97M-V with the def2-TZVPD basis set.

```
112
Properties=species:S:1:pos:R:3:lowdin_charge:R:1
C -1.2476 -2.3355 4.9762 -0.07
C -0.0245 -1.4681 5.2496 -0.25
O -0.2607 -0.1003 4.8299 -0.21
P 0.5944 0.5258 3.6566 0.48
O 0.3704 -0.0427 2.3110 -0.25
C 0.1081 2.2520 3.7968 -0.21
C 0.8209 3.2452 2.8686 -0.20
C 0.4638 3.0560 1.3879 -0.17
N 1.5546 2.3567 0.6607 -0.17
C 1.0887 1.3407 -0.2853 -0.34
F 2.1252 0.4313 -0.4432 -0.01
C 0.5615 1.8502 -1.6384 -0.15
C 1.0989 1.1075 -2.8689 -0.13
S 2.7615 3.3999 0.2341 0.61
O 2.2628 4.6941 -0.0876 -0.24
O 3.8599 3.2680 1.1295 -0.24
F 3.2126 2.7387 -1.1097 -0.11
O 2.0915 0.2787 4.1649 -0.28
C 3.1769 0.6289 3.2627 -0.26
C 4.2071 -0.4940 3.2523 -0.05
H -1.0251 -3.1376 4.2765 0.03
H -2.0406 -1.7259 4.5444 0.09
H -1.6276 -2.7805 5.8968 0.04
H 0.1915 -1.3983 6.3134 0.05
H 0.8592 -1.8566 4.7433 0.11
H 0.2359 2.5716 4.8313 0.07
H -0.9677 2.2325 3.5978 0.11
H 0.5552 4.2520 3.1950 0.10
H 1.9054 3.1828 2.9756 0.06
H 0.2410 4.0076 0.9037 0.12
H -0.4177 2.4229 1.2930 0.13
H 0.3180 0.8180 0.2767 0.12
H 0.7427 2.9220 -1.7430 0.08
H -0.5251 1.7463 -1.6014 0.12
H 1.4048 1.8289 -3.6216 -0.01
H 0.3497 0.4633 -3.3226 0.04
H 1.9733 0.5076 -2.6284 0.05
H 2.7821 0.8142 2.2670 0.08
H 3.6153 1.5594 3.6283 0.09
H 5.1098 -0.2212 3.7995 0.07
H 4.5040 -0.7323 2.2306 0.08
H 3.7857 -1.3905 3.7053 0.08
C 0.8983 4.4837 -5.4805 -1.04
Cl 2.1093 4.3794 -4.1966 0.56
Cl -0.7091 3.9688 -4.9298 0.50
H 0.8316 5.5136 -5.8076 0.01
H 1.2021 3.8321 -6.2908 -0.03
C 1.6411 -0.2765 -6.7943 -0.99
Cl 0.7583 -1.8078 -6.7453 0.51
Cl 0.6616 1.0850 -6.2473 0.55
H 2.4871 -0.3592 -6.1210 0.02
H 1.9612 -0.0950 -7.8134 0.02
C -0.4899 -5.2015 -5.0640 -1.03
Cl 0.3667 -5.9700 -3.7269 0.51
Cl -0.7736 -6.3170 -6.4114 0.53
H -1.4483 -4.8508 -4.6994 0.02
H 0.1124 -4.3767 -5.4257 -0.02
C -0.6848 3.8086 -9.3014 -1.03
Cl 0.1279 2.2782 -9.6488 0.51
Cl 0.4644 5.1214 -8.9917 0.52
H -1.2880 4.0797 -10.1579 -0.05
H -1.3003 3.6766 -8.4190 0.01
C -4.3210 -7.0190 -6.0242 -1.05
Cl -5.0527 -5.5932 -6.7737 0.50
Cl -5.2689 -7.6251 -4.6597 0.50
H -4.2590 -7.8015 -6.7704 0.03
H -3.3381 -6.7397 -5.6671 -0.04
C 1.1756 -2.4331 -2.1828 -0.98
Cl -0.5257 -2.4169 -2.6664 0.52
Cl 2.2674 -2.3529 -3.5775 0.52
H 1.3635 -1.5815 -1.5390 0.00
H 1.3599 -3.3704 -1.6714 0.02
C 1.8246 -1.5019 9.2025 -1.01
Cl 2.7706 -2.3047 10.4627 0.53
Cl 0.4957 -2.5121 8.6159 0.55
H 1.4049 -0.5931 9.6156 -0.01
H 2.4829 -1.2855 8.3694 0.03
C 2.1828 3.2446 7.6707 -1.01
Cl 2.5702 2.1327 6.3527 0.58
Cl 1.5464 2.3998 9.0910 0.53
H 3.0853 3.7690 7.9615 0.02
H 1.4276 3.9383 7.3198 0.03
C -4.6621 4.8164 -10.9300 -1.01
Cl -3.3372 4.2729 -11.9756 0.52
Cl -4.2059 4.8428 -9.2223 0.53
H -4.9348 5.8214 -11.2270 0.03
H -5.4798 4.1204 -11.0666 -0.05
C -2.0166 -5.5992 2.1161 -1.01
Cl -1.9980 -4.0186 1.3215 0.51
Cl -2.6388 -5.5159 3.7710 0.50
H -2.6527 -6.2637 1.5443 0.02
H -0.9985 -5.9669 2.1549 0.02
C 3.6498 6.1587 3.6402 -0.99
Cl 2.0938 6.9908 3.5161 0.52
Cl 3.5775 4.7884 4.7599 0.53
H 3.9097 5.7732 2.6607 0.02
H 4.3872 6.8637 4.0031 0.03
C -5.9134 1.8035 -14.1000 -1.01
Cl -6.7291 2.6527 -12.7734 0.53
Cl -6.1268 0.0564 -14.0053 0.52
H -6.3405 2.1551 -15.0309 0.03
H -4.8557 2.0290 -14.0352 0.01
C -5.4016 -5.5260 7.0192 -1.02
Cl -5.2120 -7.2712 6.8168 0.50
Cl -3.8666 -4.6611 6.8699 0.49
H -6.0682 -5.1642 6.2460 0.02
H -5.8020 -5.3383 8.0078 0.02
C 2.0557 -4.6392 13.5790 -1.03
Cl 3.6563 -4.6612 14.3314 0.50
Cl 0.7635 -4.3466 14.7499 0.50
H 2.0386 -3.8419 12.8472 -0.02
H 1.8843 -5.6040 13.1180 0.02
```

Output
* frontier orbital gap: 10.523 eV
* charge: 0
* LUMO energy: 0.406 eV
* E_tot: -413616.3098 eV
* F_max: 0.6 eV/Å

Below is C6H6FN3 in the gas phase at a distorted geometry, with properties calculated with ωB97M-V with the def2-TZVPD basis set.

```
16
Properties=species:S:1:pos:R:3:lowdin_charge:R:1
C 0.3814 1.2741 -3.3680 -0.26
C 0.2810 0.7965 -2.1068 -0.02
C -0.2948 0.9238 -0.8419 -0.35
C 0.9716 -0.9136 -1.8053 -0.05
C -0.8814 2.1507 -0.2503 -0.04
C 1.0983 -2.1496 0.3175 0.02
N 0.5942 1.8382 -4.3749 0.15
N -0.0269 -0.0789 0.0215 0.08
N 0.5145 -1.1385 -0.5692 -0.14
F 1.4681 -1.8741 -2.5989 0.10
H -0.4662 3.1011 -0.8731 0.14
H -1.8885 2.1655 -0.4753 0.04
H -0.7449 2.2854 0.8855 0.11
H 2.0961 -2.0026 0.6630 0.10
H 0.4617 -2.2895 1.0908 0.05
H 0.9849 -3.1263 -0.1003 0.09
```

Output
* frontier orbital gap: 8.845 eV
* charge: 0
* LUMO energy: 0.130 eV
* E_tot: -13502.6686 eV
* F_max: 7.7 eV/Å

Among the records above, which one has the highest F_max? C39H75FO39

Which of these has the highest frontier orbital gap? C24H50Cl28F2NO5PS